No. 1
The following is a DFT calculation (ωB97M-V/def2-TZVPD) of a 2-piece molecular cluster, C4H13NO2 overall.

Each atom is followed by the atoms it is bonded to, with distances in Å.
Geometry (Å):
1 C 0.50810 0.93697 -0.70983  C2 1.522, C5 1.512, H7 1.085, H8 1.093
2 C 0.13135 1.62212 0.59570  C1 1.522, C3 1.515, O4 1.425, H9 1.085
3 C -0.74441 2.84223 0.39362  C2 1.515, H10 1.092, H11 1.083, H12 1.084
4 O 1.35002 1.97213 1.24709  C2 1.425, H13 0.967
5 C 0.79917 -0.53715 -0.54243  C1 1.512, N6 1.473, H14 1.088, H15 1.087
6 N -0.39829 -1.27344 -0.10344  C5 1.473, H16 1.012, H17 1.013
7 H -0.29397 1.13378 -1.41298  C1 1.085
8 H 1.30391 1.55854 -1.12690  C1 1.093
9 H -0.42357 0.87323 1.15092  C2 1.085
10 H -0.23255 3.59157 -0.21401  C3 1.092
11 H -0.95795 3.26392 1.36819  C3 1.083
12 H -1.70971 2.65558 -0.06286  C3 1.084
13 H 1.15722 2.24233 2.15574  O4 0.967
14 H 1.35727 -1.02566 -1.33905  C5 1.088
15 H 1.48556 -0.56156 0.29982  C5 1.087
16 H -0.06180 -1.92084 0.59790  N6 1.012
17 H -0.74871 -1.82116 -0.87975  N6 1.013
18 H -0.72248 -5.70589 0.11487  O20 0.977
19 H -1.32707 -4.74573 -0.92165  O20 0.977
20 O -0.47209 -5.10096 -0.61093  H18 0.977, H19 0.977

Properties
ΔE to the lowest compared entry with this formula, charge and spin: 35.48 kJ/mol
lowest unoccupied orbital energy (alpha / beta): 3.1 / 3.0 eV
HOMO level (alpha / beta): 1.127 / -6.117 eV
spin multiplicity: 2
⟨S²⟩: 0.75
charge: -1
frontier orbital gap (alpha / beta): 0.0737 / 0.3361 hartree

***

No. 2
The following is a DFT calculation (ωB97M-V/def2-TZVPD) of one molecule with the formula C4H6N2O.

Each atom is followed by the atoms it is bonded to, with distances in Å.
Geometry (Å):
1 C -2.08769 -0.33890 0.07838  C2 1.590, H5 1.194, H6 1.172, H7 1.127
2 C -0.54235 -0.04602 -0.15315  C1 1.590, C3 1.419, N12 1.348
3 C 0.66580 -0.79027 -0.16294  C2 1.419, C4 1.328, H8 1.152
4 C 1.63003 0.10891 -0.00577  C3 1.328, N11 1.260, O13 1.379
5 H -2.50596 -0.00451 1.14548  C1 1.194
6 H -2.21330 -1.50325 0.03121  C1 1.172
7 H -2.81654 0.02228 -0.70207  C1 1.127
8 H 1.02636 -1.86024 0.06323  C3 1.152
9 H 3.33717 0.23862 -0.24791  O13 0.913
10 H -0.56193 2.13601 -0.10541  N12 1.051
11 N 1.25475 1.30733 0.09640  C4 1.260, N12 1.334
12 N -0.06002 1.21205 -0.10589  C2 1.348, H10 1.051, N11 1.334
13 O 2.87370 -0.48200 0.06844  C4 1.379, H9 0.913

Properties
ΔE to the lowest compared entry with this formula, charge and spin: 260.24 kJ/mol
lowest unoccupied orbital energy: 0.9 eV
HOMO level: -9.112 eV
SMILES: Cc1cc(O)n[nH]1
frontier orbital gap: 0.3680 hartree

***

No. 3
The following is a DFT calculation (ωB97M-V/def2-TZVPD) of a 11-piece molecular cluster, C44H66O33 overall.

Each atom is followed by the atoms it is bonded to, with distances in Å.
Geometry (Å):
1 C 2.45984 -4.81705 5.46399  C2 1.575, H8 1.090, H9 1.090, H10 1.090
2 C 3.98633 -4.55925 5.17414  C1 1.575, C3 1.501, O7 1.381, H11 1.090
3 C 5.02752 -5.03473 6.14489  C2 1.501, O4 1.405, H12 1.090, H13 1.090
4 O 5.87287 -5.87506 5.40170  C3 1.405, C5 1.354
5 C 5.36363 -6.03542 4.15693  O4 1.354, O6 1.211, O7 1.328
6 O 5.80538 -6.70244 3.24791  C5 1.211
7 O 4.25507 -5.31285 4.04907  C2 1.381, C5 1.328
8 H 2.09652 -4.11690 6.21625  C1 1.090
9 H 2.22072 -5.81808 5.82297  C1 1.090
10 H 2.06818 -4.67309 4.45702  C1 1.090
11 H 4.27824 -3.51893 5.03059  C2 1.090
12 H 4.64468 -5.63671 6.96899  C3 1.090
13 H 5.48411 -4.15907 6.60624  C3 1.090
14 C -4.97601 2.73418 -1.28636  C15 1.516, H21 1.090, H22 1.090, H23 1.090
15 C -5.39104 1.28186 -1.15223  C14 1.516, C16 1.557, O20 1.406, H24 1.090
16 C -4.88347 0.51524 0.10466  C15 1.557, O17 1.403, H25 1.090, H26 1.090
17 O -6.00734 -0.05283 0.72380  C16 1.403, C18 1.283
18 C -7.02835 0.62626 0.34766  O17 1.283, O19 1.244, O20 1.378
19 O -8.11757 0.55896 0.94441  C18 1.244
20 O -6.76312 1.26464 -0.84420  C15 1.406, C18 1.378
21 H -5.56410 3.22885 -2.05937  C14 1.090
22 H -3.92397 3.01071 -1.35598  C14 1.090
23 H -5.34748 3.23139 -0.39032  C14 1.090
24 H -5.28828 0.72589 -2.08413  C15 1.090
25 H -4.29910 1.15483 0.76614  C16 1.090
26 H -4.31817 -0.32936 -0.28926  C16 1.090
27 C 3.08708 1.52034 -3.79492  C28 1.536, H34 1.090, H35 1.090, H36 1.090
28 C 1.63321 1.92513 -3.51156  C27 1.536, C29 1.530, O33 1.417, H37 1.090
29 C 1.26892 3.41033 -3.54220  C28 1.530, O30 1.422, H38 1.090, H39 1.090
30 O 0.05523 3.46945 -4.28061  C29 1.422, C31 1.496
31 C -0.26529 2.12567 -4.85569  O30 1.496, O32 1.176, O33 1.356
32 O -1.17261 1.81367 -5.53559  C31 1.176
33 O 0.72770 1.31423 -4.41394  C28 1.417, C31 1.356
34 H 3.44196 1.77872 -4.79262  C27 1.090
35 H 3.20508 0.44287 -3.67989  C27 1.090
36 H 3.76059 2.00302 -3.08675  C27 1.090
37 H 1.31614 1.74962 -2.48357  C28 1.090
38 H 2.03761 3.99773 -4.04436  C29 1.090
39 H 1.21120 3.90928 -2.57482  C29 1.090
40 C -0.66182 -2.57230 5.15727  C41 1.554, H47 1.090, H48 1.090, H49 1.090
41 C -1.58645 -1.36247 4.84613  C40 1.554, C42 1.533, O46 1.405, H50 1.090
42 C -1.05707 -0.17114 4.03938  C41 1.533, O43 1.388, H51 1.090, H52 1.090
43 O -2.25901 0.18661 3.44447  C42 1.388, C44 1.365
44 C -2.98392 -0.95359 3.24701  O43 1.365, O45 1.223, O46 1.370
45 O -3.72124 -1.23056 2.31133  C44 1.223
46 O -2.76598 -1.85049 4.25958  C41 1.405, C44 1.370
47 H 0.36249 -2.29779 5.40932  C40 1.090
48 H -0.65517 -3.09616 4.20143  C40 1.090
49 H -1.14151 -3.16815 5.93378  C40 1.090
50 H -1.73796 -0.90497 5.82380  C41 1.090
51 H -0.23264 -0.40980 3.36748  C42 1.090
52 H -0.57366 0.62425 4.60663  C42 1.090
53 C -3.21151 -3.97229 0.14055  C54 1.552, H60 1.090, H61 1.090, H62 1.090
54 C -4.44393 -4.49343 -0.64555  C53 1.552, C55 1.495, O59 1.465, H63 1.090
55 C -5.53496 -3.57273 -1.08800  C54 1.495, O56 1.476, H64 1.090, H65 1.090
56 O -5.57236 -3.94607 -2.51563  C55 1.476, C57 1.371
57 C -4.72085 -4.94694 -2.90824  O56 1.371, O58 1.206, O59 1.304
58 O -4.51294 -5.38032 -4.01469  C57 1.206
59 O -3.95715 -5.13641 -1.86899  C54 1.465, C57 1.304
60 H -3.54897 -3.56634 1.09419  C53 1.090
61 H -2.52255 -3.36204 -0.44343  C53 1.090
62 H -2.59684 -4.78938 0.51825  C53 1.090
63 H -4.87284 -5.26283 -0.00356  C54 1.090
64 H -5.03791 -2.60328 -1.05299  C55 1.090
65 H -6.49330 -3.62596 -0.57143  C55 1.090
66 C -0.24520 1.32060 -0.37261  C67 1.567, H73 1.090, H74 1.090, H75 1.090
67 C -1.05840 0.01013 -0.09299  C66 1.567, C68 1.569, O72 1.362, H76 1.090
68 C -1.01237 -1.06468 -1.23520  C67 1.569, O69 1.398, H77 1.090, H78 1.090
69 O -0.39218 -2.10313 -0.53472  C68 1.398, C70 1.290
70 C -0.13744 -1.79689 0.69230  O69 1.290, O71 1.208, O72 1.201
71 O 0.23296 -2.62616 1.48846  C70 1.208
72 O -0.40155 -0.64466 0.90427  C67 1.362, C70 1.201
73 H -0.40267 2.17398 0.28698  C66 1.090
74 H -0.53252 1.84254 -1.28537  C66 1.090
75 H 0.82846 1.25493 -0.54878  C66 1.090
76 H -2.09531 0.14408 0.21519  C67 1.090
77 H -0.35406 -0.67940 -2.01385  C68 1.090
78 H -2.02499 -1.32710 -1.54151  C68 1.090
79 C 2.57674 -5.01975 0.89725  C80 1.535, H86 1.090, H87 1.090, H88 1.090
80 C 3.67445 -4.09872 0.34821  C79 1.535, C81 1.474, O85 1.383, H89 1.090
81 C 4.71128 -4.77711 -0.45008  C80 1.474, O82 1.391, H90 1.090, H91 1.090
82 O 4.75770 -4.00811 -1.60840  C81 1.391, C83 1.303
83 C 3.89757 -3.02917 -1.58553  O82 1.303, O84 1.209, O85 1.314
84 O 3.80082 -2.21879 -2.47713  C83 1.209
85 O 3.19418 -3.09951 -0.47796  C80 1.383, C83 1.314
86 H 1.90019 -5.32880 0.10046  C79 1.090
87 H 1.86250 -4.56100 1.58101  C79 1.090
88 H 3.05675 -5.93264 1.24984  C79 1.090
89 H 4.28684 -3.80926 1.20219  C80 1.090
90 H 4.36058 -5.76301 -0.75521  C81 1.090
91 H 5.68660 -4.80157 0.03599  C81 1.090
92 C -1.10426 -1.53144 -5.51810  C93 1.491, H99 1.090, H100 1.090, H101 1.090
93 C -0.27914 -2.73458 -5.21180  C92 1.491, C94 1.583, O98 1.427, H102 1.090
94 C 1.04031 -2.48760 -4.37335  C93 1.583, O95 1.429, H103 1.090, H104 1.090
95 O 1.08072 -3.60244 -3.48108  C94 1.429, C96 1.319
96 C -0.13479 -4.11320 -3.45703  O95 1.319, O97 1.231, O98 1.371
97 O -0.34738 -5.16016 -2.84501  C96 1.231
98 O -1.04091 -3.52776 -4.30257  C93 1.427, C96 1.371
99 H -1.99066 -1.96395 -5.98215  C92 1.090
100 H -0.66877 -0.77581 -6.17191  C92 1.090
101 H -1.36474 -1.00738 -4.59853  C92 1.090
102 H -0.17167 -3.38411 -6.08052  C93 1.090
103 H 1.09416 -1.55592 -3.81019  C94 1.090
104 H 1.87262 -2.36897 -5.06709  C94 1.090
105 C 0.71525 7.01207 1.57701  C106 1.566, H112 1.090, H113 1.090, H114 1.090
106 C 2.20016 7.12125 2.06187  C105 1.566, C107 1.510, O111 1.452, H115 1.090
107 C 2.45401 7.01002 3.54616  C106 1.510, O108 1.438, H116 1.090, H117 1.090
108 O 3.64911 6.21208 3.59048  C107 1.438, C109 1.298
109 C 3.73339 5.45011 2.54317  O108 1.298, O110 1.224, O111 1.347
110 O 4.27908 4.35442 2.56238  C109 1.224
111 O 3.01355 6.02722 1.56176  C106 1.452, C109 1.347
112 H 0.66101 7.36648 0.54767  C105 1.090
113 H 0.01688 7.72955 2.00783  C105 1.090
114 H 0.29702 6.00588 1.60454  C105 1.090
115 H 2.48145 8.08249 1.63175  C106 1.090
116 H 1.59619 6.62708 4.09897  C107 1.090
117 H 2.56737 8.01961 3.94111  C107 1.090
118 C 2.74220 -0.33370 1.13408  C119 1.506, H125 1.090, H126 1.090, H127 1.090
119 C 3.73549 0.78678 0.97769  C118 1.506, C120 1.503, O124 1.439, H128 1.090
120 C 4.77602 0.61864 -0.09392  C119 1.503, O121 1.407, H129 1.090, H130 1.090
121 O 4.74138 1.84259 -0.78743  C120 1.407, C122 1.371
122 C 3.73817 2.64848 -0.31528  O121 1.371, O123 1.195, O124 1.338
123 O 3.49001 3.72920 -0.75978  C122 1.195
124 O 3.01553 1.96870 0.58253  C119 1.439, C122 1.338
125 H 2.14157 -0.09179 2.01091  C118 1.090
126 H 3.23347 -1.23518 1.50024  C118 1.090
127 H 2.18109 -0.48230 0.21148  C118 1.090
128 H 4.18811 0.75060 1.96861  C119 1.090
129 H 4.64258 -0.26761 -0.71429  C120 1.090
130 H 5.72739 0.64915 0.43717  C120 1.090
131 C -1.80987 7.01973 -3.07336  C132 1.574, H138 1.090, H139 1.090, H140 1.090
132 C -2.78451 7.10218 -1.84036  C131 1.574, C133 1.545, O137 1.398, H141 1.090
133 C -4.24983 6.77688 -2.20777  C132 1.545, O134 1.346, H142 1.090, H143 1.090
134 O -4.62228 5.94866 -1.21417  C133 1.346, C135 1.412
135 C -3.56893 5.82141 -0.28281  O134 1.412, O136 1.228, O137 1.306
136 O -3.63059 5.21333 0.78272  C135 1.228
137 O -2.44226 6.22083 -0.81008  C132 1.398, C135 1.306
138 H -2.31136 7.38166 -3.97092  C131 1.090
139 H -1.50041 5.99608 -3.28426  C131 1.090
140 H -0.99754 7.72310 -2.89030  C131 1.090
141 H -2.88044 8.07501 -1.35818  C132 1.090
142 H -4.58071 6.22779 -3.08931  C133 1.090
143 H -4.71706 7.76086 -2.16795  C133 1.090

Properties
ΔE to the lowest compared entry with this formula, charge and spin: 794.37 kJ/mol
lowest unoccupied orbital energy: -0.1 eV
HOMO level: -10.196 eV
SMILES: C[C@H]1COC(=O)O1.C[C@H]1COC(=O)O1.C[C@H]1COC(=O)O1.C[C@H]1COC(=O)O1.C[C@H]1COC(=O)O1.C[C@H]1COC(=O)O1.C[C@H]1COC(=O)O1.C[C@H]1COC(=O)O1.C[C@H]1COC(=O)O1.C[C@H]1COC(=O)O1.C[C@H]1COC(=O)O1
frontier orbital gap: 0.3712 hartree

***

| no. | molecular weight (g/mol) |
| --- | --- |
| 1 | 107.153 |
| 2 | 98.105 |
| 3 | 1122.979 |